No. 1
{
  "formula": "C5H5MgO15",
  "method": "ωB97M-V/def2-TZVPD",
  "symbols": ["Mg", "O", "C", "O", "O", "H", "O", "C", "O", "O", "H", "O", "C", "O", "O", "H", "O", "C", "O", "O", "H", "O", "C", "O", "O", "H"],
  "coordinates": [[-14.47371, -19.23232, 6.09466], [-11.16879, -20.74631, 3.96395], [-11.51084, -20.29670, 5.21534], [-10.69731, -20.39603, 6.15531], [-12.65386, -19.78375, 5.36121], [-10.30635, -21.15256, 4.10911], [-15.45588, -19.07793, 9.59287], [-14.78084, -18.05917, 8.99217], [-14.80782, -16.93635, 9.53332], [-14.09757, -18.33975, 7.96149], [-15.52199, -19.76439, 8.90110], [-15.53442, -17.06949, 3.24851], [-14.62858, -16.67219, 4.19096], [-14.27676, -17.48659, 5.06043], [-14.29253, -15.45586, 4.16937], [-15.81443, -16.31335, 2.73114], [-17.99237, -20.07559, 4.74986], [-16.77610, -19.73388, 5.25802], [-15.78782, -20.37923, 4.80553], [-16.59639, -18.90510, 6.16536], [-17.79787, -20.89210, 4.27736], [-12.98584, -22.69780, 7.54415], [-14.19084, -22.15538, 7.89156], [-14.47522, -21.03710, 7.35357], [-15.02891, -22.78419, 8.57045], [-12.70224, -21.98404, 6.93737]],
  "nbo_charge": [1.816, -0.739, 0.954, -0.796, -0.848, 0.463, -0.761, 0.970, -0.801, -0.885, 0.510, -0.746, 0.972, -0.821, -0.832, 0.463, -0.737, 0.945, -0.851, -0.785, 0.480, -0.751, 0.960, -0.886, -0.800, 0.507],
  "lumo_energy_ev": 7.2,
  "molar_mass_g_mol": 329.4,
  "gap_ev": 6.549,
  "e_tot_ha": -1522.543938,
  "e_homo_ha": 0.02507,
  "fmax_ev_per_a": 3.63,
  "charge": -3
}

***

No. 2
{
  "formula": "C7H8F2N2",
  "method": "ωB97M-V/def2-TZVPD",
  "symbols": ["C", "C", "C", "C", "C", "C", "C", "N", "N", "F", "F", "H", "H", "H", "H", "H", "H", "H", "H"],
  "coordinates": [[1.25030, 0.87659, -0.96763], [2.28802, 0.20591, -0.29011], [-0.09262, 0.53975, -0.99001], [1.90653, -1.03772, 0.36960], [-0.50486, -0.77923, -0.46508], [0.53052, -1.40241, 0.30421], [-1.77236, -1.31396, -0.50875], [-0.96410, 1.47579, 0.73672], [-1.85248, 0.76084, 1.38904], [0.23482, -2.49178, 1.08826], [-2.68444, -0.69368, -1.30562], [1.51202, 1.74337, -1.39121], [3.22557, 0.69826, -0.32594], [-0.69951, 0.92875, -1.71714], [2.65358, -1.54647, 0.83657], [-2.13465, -2.31913, -0.14423], [-0.05307, 1.97294, 1.18981], [-1.46861, 2.34651, 0.27149], [-1.37470, 0.03564, 1.92003]],
  "nbo_charge": [-0.257, -0.203, -0.154, -0.298, -0.249, 0.423, 0.278, -0.498, -0.466, -0.344, -0.339, 0.195, 0.217, 0.218, 0.222, 0.200, 0.365, 0.376, 0.313],
  "lumo_energy_ev": [-0.1, -0.4],
  "molar_mass_g_mol": 158.2,
  "gap_ev": [7.106, 7.265],
  "e_tot_ha": -580.584251,
  "e_homo_ha": [-0.26413, -0.28025],
  "fmax_ev_per_a": 5.24,
  "e_above_lowest_kcal_mol": 91.01,
  "charge": 0
}

***

No. 3
{
  "formula": "C5H14O3",
  "method": "ωB97M-V/def2-TZVPD",
  "symbols": ["C", "O", "C", "C", "C", "C", "H", "H", "H", "H", "H", "H", "H", "H", "H", "H", "H", "H", "O", "H", "H", "O"],
  "coordinates": [[0.98362, -0.93935, -1.00175], [1.90432, -0.50664, 0.03668], [-0.29589, -1.33911, -0.24454], [-0.83017, -0.19906, 0.75671], [-0.52753, 1.23907, 0.42613], [-1.38274, 2.27099, 0.67204], [0.90865, -0.21041, -1.81930], [1.53553, -1.73940, -1.45162], [1.47877, 0.16793, 0.61142], [-0.12507, -2.18375, 0.29838], [-1.01054, -1.56137, -1.00299], [-1.88489, -0.15965, 0.74057], [-0.35787, -0.48888, 1.78459], [0.46054, 1.48937, -0.02453], [-1.15928, 3.33859, 0.54942], [-2.28937, 1.95102, 1.06283], [2.13226, -1.39100, 1.91419], [1.82411, -2.41010, 3.12909], [1.53518, -1.70702, 2.62562], [-0.87446, 2.28190, -2.99818], [-1.13518, 0.71310, -2.70210], [-0.88999, 1.38377, -3.36265]],
  "nbo_charge": [-0.073, -0.759, -0.409, -0.484, -0.192, -0.397, 0.178, 0.193, 0.473, 0.219, 0.194, 0.220, 0.259, 0.184, 0.211, 0.184, 0.503, 0.475, -0.982, 0.481, 0.477, -0.956],
  "smiles": "C=CCCCO.O.O",
  "lumo_energy_ev": 0.8,
  "molar_mass_g_mol": 122.2,
  "gap_ev": 10.580,
  "e_tot_ha": -424.551147,
  "e_homo_ha": -0.35966,
  "fmax_ev_per_a": 4.02,
  "e_above_lowest_kcal_mol": 34.56,
  "charge": 0
}

***

No. 4
{
  "formula": "C4H11S",
  "method": "ωB97M-V/def2-TZVPD",
  "symbols": ["C", "C", "H", "H", "H", "H", "H", "H", "C", "C", "S", "H", "H", "H", "H", "H"],
  "coordinates": [[-0.01990, 3.37075, 1.12212], [0.55303, 2.96788, -0.23313], [0.40818, 4.30183, 1.50060], [-1.09807, 3.52616, 1.05287], [0.18008, 2.60697, 1.87458], [1.55523, 2.55420, -0.13426], [0.62605, 3.81709, -0.91076], [-0.06400, 2.19691, -0.68629], [0.12894, -2.97793, -1.12754], [-0.60583, -3.47842, 0.14444], [-1.17638, -2.15807, 1.25505], [0.06830, -1.89207, -1.15705], [1.18189, -3.26859, -1.17176], [-0.37327, -3.35227, -2.02527], [-1.43466, -4.09013, -0.20979], [0.07039, -4.12430, 0.70619]],
  "nbo_charge": [-0.604, -0.606, 0.183, 0.200, 0.218, 0.201, 0.184, 0.221, -0.628, -0.531, -0.733, 0.215, 0.177, 0.173, 0.162, 0.168],
  "lumo_energy_ev": 3.6,
  "molar_mass_g_mol": 91.2,
  "gap_ev": 5.750,
  "e_tot_ha": -557.194926,
  "e_homo_ha": -0.07718,
  "fmax_ev_per_a": 0.51,
  "e_above_lowest_kcal_mol": 17.46,
  "charge": -1
}

***

No. 5
{
  "formula": "C7H14OS",
  "method": "ωB97M-V/def2-TZVPD",
  "symbols": ["C", "C", "C", "C", "C", "C", "C", "O", "S", "H", "H", "H", "H", "H", "H", "H", "H", "H", "H", "H", "H", "H", "H"],
  "coordinates": [[1.32882, -1.35664, 0.74574], [0.42593, 0.95246, -0.61971], [1.50537, 1.27764, 0.48907], [-0.19206, -1.50994, 0.01824], [-0.72490, 0.01055, -0.19713], [-1.47682, 0.48598, 1.05002], [-1.63501, 0.04004, -1.38411], [3.20691, -0.15136, -1.03539], [2.80623, -0.06799, 0.39267], [1.60957, -2.38335, 0.80322], [1.05921, -1.16995, 1.82784], [0.11089, 1.80304, -0.99283], [0.93340, 0.41408, -1.39163], [1.93220, 2.16259, 0.06717], [0.91851, 1.48073, 1.39914], [-0.90186, -2.03502, 0.71928], [-0.15401, -2.06855, -0.92817], [-2.52327, 0.15274, 1.19964], [-1.48587, 1.58073, 1.01497], [-0.90383, 0.19936, 1.93919], [-1.06841, -0.06118, -2.19534], [-2.20334, 0.96815, -1.49598], [-2.56766, -0.72412, -1.42592]],
  "nbo_charge": [-0.614, -0.399, -0.616, -0.382, -0.047, -0.622, -0.589, -0.951, 1.247, 0.218, 0.204, 0.201, 0.227, 0.227, 0.235, 0.215, 0.213, 0.221, 0.205, 0.201, 0.200, 0.206, 0.199],
  "lumo_energy_ev": 0.7,
  "molar_mass_g_mol": 146.3,
  "gap_ev": 10.003,
  "e_tot_ha": -748.439638,
  "e_homo_ha": -0.34096,
  "fmax_ev_per_a": 6.26,
  "e_above_lowest_kcal_mol": 64.48,
  "charge": 0
}

***

No. 6
{
  "formula": "C14H22Br2N2O2PS2",
  "method": "ωB97M-V/def2-TZVPD",
  "symbols": ["C", "C", "Br", "C", "Br", "P", "C", "C", "C", "S", "C", "S", "N", "C", "C", "N", "C", "C", "C", "C", "O", "H", "H", "H", "H", "H", "H", "H", "H", "H", "H", "H", "H", "H", "H", "H", "H", "H", "H", "H", "C", "O", "H", "H", "H"],
  "coordinates": [[3.43823, -1.56156, 0.68861], [1.96010, -1.64650, 0.04812], [1.74574, -3.04340, -1.36869], [0.88164, -0.80123, 0.45271], [1.12285, 0.62282, 1.85013], [-0.86853, -0.97302, -0.28648], [-0.44456, -0.08056, -1.90371], [0.79211, 0.93240, -1.84098], [0.75456, 1.77514, -3.24054], [-0.26925, 3.32183, -3.16337], [0.00000, 4.22560, -1.57679], [1.25314, 5.30822, -1.29002], [-1.01511, 3.96843, -0.51201], [-0.55150, 3.56517, 0.78379], [-1.86444, 3.35248, 1.55936], [-2.93847, 3.67072, 0.65571], [-2.46559, 4.06624, -0.64170], [-2.60989, -1.36584, -1.05553], [-3.55708, -2.06111, 0.19908], [-3.07208, -3.62486, 0.63890], [-2.84508, -2.26328, 1.49956], [3.60188, -0.61053, 1.28718], [3.55714, -2.51329, 1.35791], [4.21003, -1.67327, -0.16241], [-0.72770, -2.41114, -0.12993], [-1.45931, -0.25124, 0.81433], [-1.36828, 0.56116, -2.17076], [-0.33630, -0.83982, -2.74561], [0.74164, 1.64674, -0.93848], [1.80177, 0.37770, -1.87976], [0.29109, 1.12384, -4.06824], [1.82337, 2.07161, -3.52148], [0.53696, 3.45800, 1.06795], [-1.88780, 2.99537, 2.63148], [-3.04124, 4.35856, -1.56845], [-2.56737, -2.15428, -1.87655], [-3.16817, -0.41714, -1.36206], [-4.73052, -1.82835, 0.19161], [-2.14739, -3.95307, 1.20181], [-2.49118, -3.63885, -0.38272], [3.59446, -2.76565, 4.12775], [3.99760, -3.71706, 3.28633], [3.81678, -2.91628, 5.20775], [4.00349, -1.74051, 3.96988], [2.50227, -2.55019, 4.16630]],
  "nbo_charge": [-0.711, -0.051, 0.011, -0.456, 0.003, 1.022, -0.730, -0.424, -0.504, 0.179, -0.081, 0.116, -0.463, -0.080, -0.091, -0.453, 0.116, -0.807, 0.196, -0.447, -0.516, 0.240, 0.333, 0.211, -0.010, 0.015, 0.237, 0.252, 0.233, 0.239, 0.240, 0.228, 0.263, 0.240, 0.242, 0.227, 0.219, 0.222, 0.327, 0.171, -0.189, -0.964, 0.074, 0.057, 0.066],
  "lumo_energy_ev": 0.1,
  "molar_mass_g_mol": 505.3,
  "gap_ev": 2.494,
  "e_tot_ha": -7091.889771,
  "e_homo_ha": -0.08886,
  "fmax_ev_per_a": 6.40,
  "e_above_lowest_kcal_mol": 0.00,
  "charge": -1
}